This record from the OMol25 dataset describes a structure of composition C32H28As2OS2Tl. The level of theory is ωB97M-V/def2-TZVPD.

Computed properties:
Energy in Eh: -6751.8202
HOMO level in eV: -4.07
Charge: -1
Kohn-Sham gap in eV: 6.5
LUMO in eV: 2.41
Maximum force in eV Å⁻¹: 2.09

Structure (XYZ):
```
66
C32H28As2OS2Tl ωB97M-V/def2-TZVPD
Tl 0.5048 0.8368 -0.2767
C -2.1691 -2.5613 -0.2363
C -0.7109 -2.9401 0.0111
As -0.0482 -2.0610 1.6554
C 1.7199 -2.9336 1.6445
C 2.5116 -2.9122 0.5000
C 3.7719 -3.4875 0.4954
C 4.2787 -4.0721 1.6490
C 3.4969 -4.1081 2.7930
C 2.2200 -3.5586 2.7814
C -0.9045 -3.3232 2.8966
C -1.7285 -2.8001 3.8877
C -2.3819 -3.6341 4.7889
C -2.2133 -5.0064 4.7045
C -1.3926 -5.5407 3.7175
C -0.7451 -4.7054 2.8213
As -2.4320 -0.6317 -0.7298
C -4.2597 -0.5771 0.0114
C -4.4190 -0.8218 1.3752
C -5.6669 -0.7472 1.9749
C -6.7831 -0.4129 1.2191
C -6.6353 -0.1480 -0.1341
C -5.3831 -0.2270 -0.7322
C -2.8568 -0.9731 -2.6147
C -3.7771 -1.9512 -2.9931
C -4.0517 -2.1816 -4.3323
C -3.4044 -1.4349 -5.3103
C -2.4915 -0.4602 -4.9400
C -2.2174 -0.2230 -3.5960
H -2.7457 -2.7549 0.6715
H -2.5844 -3.1887 -1.0264
H -0.0621 -2.6667 -0.8242
H -0.6311 -4.0193 0.1553
H 2.1439 -2.4652 -0.4153
H 4.3671 -3.4614 -0.4086
H 5.2721 -4.5029 1.6489
H 3.8715 -4.5692 3.6987
H 1.6240 -3.6019 3.6854
H -1.8603 -1.7259 3.9596
H -3.0190 -3.2089 5.5544
H -2.7173 -5.6612 5.4045
H -1.2555 -6.6130 3.6486
H -0.0995 -5.1337 2.0631
H -3.5539 -1.0712 1.9823
H -5.7676 -0.9460 3.0353
H -7.7590 -0.3519 1.6847
H -7.4981 0.1236 -0.7306
H -5.2823 -0.0085 -1.7884
H -4.2934 -2.5340 -2.2384
H -4.7708 -2.9420 -4.6134
H -3.6165 -1.6143 -6.3576
H -1.9869 0.1262 -5.6982
H -1.5129 0.5409 -3.2722
S 2.2929 0.3367 1.2829
C 3.5775 1.5229 1.0022
C 4.6942 1.3425 1.8210
C 5.7908 2.1804 1.7298
C 5.7717 3.2159 0.8005
C 4.6713 3.3939 -0.0142
C 3.5409 2.5598 0.0502
S 2.1900 2.8349 -1.0066
H 4.6919 0.5290 2.5377
H 6.6472 2.0266 2.3746
H 6.6199 3.8850 0.7115
H 4.6576 4.1990 -0.7384
O -0.7905 1.4304 -1.5803
```

This record from the OMol25 dataset describes a cluster of 2 separate species, C3H3NS in total. The level of theory is ωB97M-V/def2-TZVPD.

Computed properties:
Energy in Eh: -568.8990
HOMO level (alpha / beta) in eV: -9.01 / -8.16
ΔE to the lowest compared entry with this formula, charge and spin in eV: 3.228
Kohn-Sham gap (alpha / beta) in eV: 8.4 / 7.1
LUMO (alpha / beta) in eV: -0.58 / -1.06
Maximum force in eV Å⁻¹: 1.38

Structure (XYZ):
```
8
C3H3NS ωB97M-V/def2-TZVPD
C -1.3436 -0.0590 -0.5836
C 1.1935 -0.8018 0.6362
C -0.5599 1.0200 -0.2829
N -1.9706 -1.0048 -0.8148
S 2.7091 -0.4902 0.5490
H 0.5682 -1.6375 0.8687
H -0.6763 1.5232 0.6591
H 0.0796 1.4500 -1.0318
```

This record from the OMol25 dataset describes a cluster of 13 separate species, C19H64N2O13 in total. The level of theory is ωB97M-V/def2-TZVPD.

Computed properties:
Energy in Eh: -1849.9402
HOMO level in eV: -9.43
ΔE to the lowest compared entry with this formula, charge and spin in eV: 1.006
Kohn-Sham gap in eV: 9.4
LUMO in eV: -0.02
Maximum force in eV Å⁻¹: 2.09

Structure (XYZ):
```
98
C19H64N2O13 ωB97M-V/def2-TZVPD
O 5.4340 -2.3484 36.0161
H 5.1902 -3.1377 36.5259
H 6.3811 -2.4385 35.8650
O -0.8747 -3.4037 37.7926
H -0.1709 -2.7210 37.9036
H -1.5416 -2.9990 37.2278
O 1.7476 -7.2897 38.7808
H 2.4378 -6.6466 38.9888
H 0.9191 -6.8723 39.0816
O -1.2814 -0.4390 39.3072
H -1.7762 -0.9161 38.6326
H -1.8291 -0.4992 40.0977
O -0.9205 -6.2691 38.8634
H -1.0380 -5.3081 38.7904
H -1.8037 -6.6190 39.0212
O 4.3911 0.6950 41.9437
H 4.4111 -0.1952 41.5743
H 4.6620 0.5856 42.8622
C 2.1101 -4.7415 35.6243
O 2.6605 -5.4573 34.7753
N 1.4673 -5.2676 36.6986
N 2.2442 -3.3917 35.6743
H 1.2340 -6.2436 36.7823
H 0.7632 -4.6917 37.1378
H 1.8767 -2.8348 36.4406
H 2.6243 -3.0017 34.8292
C -0.1044 -2.1179 42.3947
C 0.5958 -1.5634 43.6017
C 1.8848 -0.8315 43.2871
O -0.2697 -0.6726 44.3470
H -0.8974 -2.8482 42.5578
H 0.6385 -2.6334 41.7830
H -0.5306 -1.3053 41.7979
H 0.8582 -2.3545 44.3104
H 2.5129 -1.4643 42.6488
H 2.4293 -0.6099 44.2037
H 1.7646 0.1029 42.7371
H -0.9827 -0.4157 43.7559
C 6.7416 1.7946 35.9555
C 6.3439 1.9938 37.4175
C 6.2608 0.6198 38.1403
O 7.2823 2.8120 38.1159
H 6.4835 2.6719 35.3488
H 6.2971 0.8838 35.5630
H 7.8214 1.7708 35.7539
H 5.3560 2.4627 37.4241
H 5.4994 0.6370 38.9200
H 7.1862 0.4422 38.6906
H 6.1164 -0.2067 37.4453
H 8.0252 2.9450 37.5217
C 3.5024 -6.6621 42.4884
C 3.9250 -6.7948 43.9387
C 4.9090 -5.6780 44.2687
O 2.7629 -6.6285 44.7531
H 2.9368 -5.7567 42.2710
H 2.8697 -7.4936 42.1619
H 4.3974 -6.7725 41.8701
H 4.4144 -7.7691 44.0573
H 5.6467 -5.5115 43.4817
H 5.4655 -5.8032 45.2032
H 4.3741 -4.7299 44.3908
H 2.9986 -6.1140 45.5283
C 0.8030 1.7879 36.8001
C 1.3803 1.0075 35.6519
C 2.8662 0.7522 35.7295
O 0.6805 -0.2661 35.5485
H 1.0166 1.4168 37.8040
H -0.2715 1.9657 36.6817
H 1.0916 2.8481 36.7967
H 1.2136 1.6048 34.7470
H 3.1824 0.0476 34.9589
H 3.0799 0.2065 36.6542
H 3.4343 1.6788 35.7022
H 0.5386 -0.3383 34.5990
C 2.0712 -3.3436 39.7189
C 2.0724 -1.9036 39.1913
C 3.4778 -1.2955 39.0820
O 1.3173 -1.7165 38.0076
H 2.4977 -3.2951 40.7184
H 2.5943 -4.0209 39.0393
H 1.0724 -3.7775 39.8238
H 1.6874 -1.3636 40.0702
H 4.1276 -1.7628 39.8234
H 3.3838 -0.2268 39.2818
H 3.9088 -1.4325 38.0897
H 1.1867 -0.7867 37.7850
C 4.8661 -7.3306 38.2718
C 5.4939 -6.1341 37.5671
C 5.5997 -6.3413 36.0636
O 4.6001 -5.0050 37.8222
H 3.9402 -7.7150 37.8588
H 4.7736 -7.1473 39.3457
H 5.6744 -8.0791 38.2835
H 6.4679 -5.9317 38.0124
H 5.9215 -5.4102 35.5874
H 4.6169 -6.5504 35.6386
H 6.3747 -7.0846 35.8748
H 3.8937 -5.0509 37.1609
```

This record from the OMol25 dataset describes a structure of composition C2H13F4HfO5. The level of theory is ωB97M-V/def2-TZVPD.

Computed properties:
Energy in Eh: -907.8718
HOMO level in eV: -5.13
Charge: -1
ΔE to the lowest compared entry with this formula, charge and spin in eV: 3.005
Kohn-Sham gap in eV: 7.8
LUMO in eV: 2.69
Maximum force in eV Å⁻¹: 3.37

Structure (XYZ):
```
25
C2H13F4HfO5 ωB97M-V/def2-TZVPD
Hf -0.5499 -0.6408 -0.7913
F 0.6878 -2.3227 -2.0579
F -0.5162 -2.4277 0.9087
F -2.3344 -2.0733 -1.5420
F -1.6538 1.1915 -1.7290
C 0.5538 0.6450 3.0980
C 0.6932 1.7008 1.9278
O 0.1285 1.1585 0.7502
H 0.8880 1.0132 4.0680
H 1.0257 -0.3275 2.9576
H -0.5079 0.5231 3.3122
H 1.7384 2.0099 1.9196
H 0.1930 2.6338 2.1875
O -2.4285 -0.1309 0.7652
H -2.9550 0.6671 0.8119
H -2.2474 -0.3527 1.6785
O -0.9289 -0.5675 -3.6130
H -1.5391 -0.9929 -4.2154
H -0.8014 0.3078 -3.9789
O 1.2115 0.4809 -2.1104
H 1.2998 1.3899 -2.3969
H 1.8743 0.0057 -2.6116
O 1.7433 -1.1004 0.0937
H 2.2133 -0.9848 0.9195
H 2.2117 -1.8060 -0.3522
```

This record from the OMol25 dataset describes a cluster of 2 separate species, C4H8NO2 in total. The level of theory is ωB97M-V/def2-TZVPD.

Computed properties:
Energy in Eh: -362.4984
HOMO level in eV: -4.13
Charge: -1
ΔE to the lowest compared entry with this formula, charge and spin in eV: 0.702
Kohn-Sham gap in eV: 8.4
LUMO in eV: 4.22
Maximum force in eV Å⁻¹: 0.51

Structure (XYZ):
```
15
C4H8NO2 ωB97M-V/def2-TZVPD
C 2.0895 -0.5371 -1.7584
C 1.2579 -1.5756 -1.6179
N -0.0744 -1.5199 -1.3112
H 1.7551 0.4783 -1.5950
H 3.1475 -0.6868 -1.9242
H 1.6569 -2.5693 -1.8220
H -0.3699 -0.7619 -0.6714
H -0.5199 -2.4023 -1.1389
O -0.2859 -0.1630 1.7258
C -1.0224 0.6861 1.1866
O -1.4226 0.7018 -0.0079
C -1.4893 1.8591 2.0649
H -0.6957 2.6071 2.1363
H -2.3676 2.3399 1.6376
H -1.6591 1.5437 3.0957
```

This record from the OMol25 dataset describes a cluster of 3 separate species, C37H70BrN2O10P2S2 in total. The level of theory is ωB97M-V/def2-TZVPD.

Computed properties:
Energy in Eh: -6365.9005
HOMO level in eV: -4.95
Charge: -1
ΔE to the lowest compared entry with this formula, charge and spin in eV: 11.813
Kohn-Sham gap in eV: 3.0
LUMO in eV: -1.96
Maximum force in eV Å⁻¹: 9.81

Structure (XYZ):
```
124
C37H70BrN2O10P2S2 ωB97M-V/def2-TZVPD
C 5.2153 0.4090 3.5863
C 5.9697 1.3556 2.4673
C 5.8888 0.6397 0.9735
C 4.7790 1.5426 0.1119
C 3.3191 1.2378 0.8558
C 2.1741 1.2782 -0.3576
C 1.2636 -0.1155 -0.2789
C 1.9792 -1.2252 -1.2629
N 1.0272 -2.2634 -1.8255
C 1.8468 -3.1203 -2.8086
C 2.3942 -4.5189 -2.1156
C 1.5082 -5.7785 -2.6778
C 1.0652 -6.8788 -1.5461
C 0.4790 -6.2206 -0.1469
C -0.2484 -7.4432 0.6743
C -1.7115 -7.9030 0.0283
C -2.6393 -6.6057 -0.3558
C -0.0421 -1.6211 -2.7196
S 0.3342 -0.6880 -4.1123
S -1.8697 -1.8206 -2.3070
C -2.0744 -2.5078 -0.5369
C -2.3219 -1.3415 0.5871
C -3.8737 -0.8429 0.7512
N -4.6184 -0.6024 -0.5420
C -6.0842 -0.9338 -0.1903
C -6.4890 -2.4972 -0.4692
C -8.0023 -2.4681 -1.1813
Br -6.7859 -3.5140 1.2755
C -4.6766 0.8722 -0.9182
C -3.2455 1.6769 -0.6550
O -2.1521 1.4063 -1.4200
O -3.1494 2.6670 0.4391
C -4.9430 1.0173 -2.5631
C -5.5897 -0.1546 -3.5082
C -5.7626 0.0825 -5.1444
C -5.3057 1.4705 -5.9132
C -4.6975 2.6749 -4.9691
C -4.5239 2.4407 -3.3354
H 4.1604 0.8045 3.9067
H 5.0385 -0.6802 3.1429
H 5.9206 0.3043 4.5217
H 7.1053 1.5198 2.7014
H 5.3862 2.3922 2.4052
H 6.8966 0.7194 0.3630
H 5.4665 -0.4620 1.0123
H 4.8127 1.1267 -0.9819
H 4.9547 2.6960 0.2024
H 3.0536 2.0796 1.6460
H 3.2840 0.1761 1.3488
H 2.6580 1.4359 -1.4166
H 1.4841 2.2148 -0.0995
H 1.1970 -0.5359 0.8195
H 0.1835 0.1935 -0.6117
H 2.7528 -1.8179 -0.5743
H 2.6302 -0.6705 -2.0671
H 2.7517 -2.4981 -3.2507
H 1.1933 -3.4378 -3.7531
H 3.5087 -4.6560 -2.5196
H 2.4754 -4.4451 -0.9506
H 0.5429 -5.4661 -3.2870
H 2.1969 -6.3541 -3.4632
H 0.1500 -7.4853 -2.0150
H 1.8919 -7.7116 -1.3315
H 1.4236 -5.8582 0.4853
H -0.1819 -5.2681 -0.3063
H -0.3606 -7.1024 1.8014
H 0.4663 -8.3896 0.5622
H -2.2897 -8.6173 0.7553
H -1.5030 -8.5234 -0.9647
H -2.5812 -5.8514 0.5545
H -3.7520 -6.8684 -0.6155
H -2.1413 -6.0502 -1.2763
H -2.8375 -3.3958 -0.4970
H -1.0088 -2.9852 -0.2886
H -1.6499 -0.3691 0.4252
H -1.9889 -1.7836 1.6306
H -3.9254 0.0621 1.5169
H -4.4487 -1.7346 1.2987
H -6.7864 -0.2719 -0.8623
H -6.2836 -0.6120 0.9264
H -5.7698 -3.0711 -1.2033
H -8.5988 -1.4835 -0.8633
H -7.9693 -2.6380 -2.3381
H -8.6275 -3.3599 -0.6934
H -5.5389 1.4279 -0.3076
H -5.9372 -1.1789 -3.0598
H -6.2097 -0.7678 -5.8204
H -5.3878 1.6527 -7.0776
H -4.3381 3.7118 -5.4383
H -4.0699 3.3608 -2.7274
C 11.9554 3.8569 5.3132
O 11.5277 2.5582 4.9470
P 9.8980 2.1619 5.3710
O 10.2351 2.4014 6.8506
O 10.1840 0.5857 4.9790
C 11.3249 -0.0653 5.5103
O 8.2682 1.7655 5.7950
C 8.0246 0.8435 6.8447
H 12.7944 4.1429 4.6706
H 11.1479 4.5822 5.1841
H 12.2974 3.8596 6.3504
H 11.6438 0.3678 6.4623
H 12.1434 -0.0057 4.7880
H 11.0823 -1.1180 5.6745
H 8.4118 1.2114 7.7981
H 8.4515 -0.1348 6.6130
H 6.9416 0.7291 6.9482
C -8.6972 8.5772 -2.1893
O -7.3628 8.4393 -2.6409
P -6.5651 6.9762 -2.1763
O -6.7746 7.3427 -0.6992
O -5.1317 7.5938 -2.7092
C -4.7330 8.8861 -2.2861
O -5.7673 5.5131 -1.7117
C -4.7436 5.5573 -0.7312
H -9.2167 9.2843 -2.8443
H -9.2188 7.6171 -2.2212
H -8.7089 8.9749 -1.1723
H -5.1623 9.1562 -1.3175
H -5.0337 9.6206 -3.0380
H -3.6440 8.9048 -2.1979
H -5.1258 5.9089 0.2303
H -3.9120 6.1834 -1.0618
H -4.3702 4.5390 -0.5877
```